[1]
20
Properties=species:S:1:pos:R:3:forces:R:3 method="wB97M-V/def2-TZVPD" largest_force_ha_per_bohr=0.05999 smiles="[H]/N=N/NC(C)(C)/C=C(/[O-])O" total_energy_ha=-511.20472 homo_ev=-2.8023 e_lumo_ev=3.9 orbital_gap_ev=6.743 total_charge=-1
H 4.106 0.967 -0.162 -2.247 0.398 0.264
N 3.093 1.286 0.092 3.000 0.719 0.004
N 2.356 0.294 0.077 -0.415 -0.565 0.597
N 1.138 0.524 0.534 0.604 0.987 0.263
C -0.023 -0.242 -0.013 1.288 0.565 -2.532
C 0.458 -0.691 -1.401 1.632 -0.422 -0.935
C -0.199 -1.393 0.940 -1.309 1.620 0.983
C -0.989 0.828 -0.384 -0.957 1.045 0.183
C -2.265 0.886 0.110 -0.887 0.052 -0.265
O -3.145 1.775 0.069 0.425 -0.241 0.018
O -2.686 -0.349 0.736 -1.280 1.982 1.904
H 0.914 1.515 0.740 0.261 -0.645 -0.291
H -0.136 -1.518 -1.828 0.356 0.207 0.315
H 1.589 -0.839 -1.404 -1.622 -0.842 -0.191
H 0.339 0.174 -2.061 -0.047 -0.316 -0.135
H -1.121 -1.913 0.971 -0.925 -0.202 -0.422
H -0.062 -0.921 1.905 -0.064 -0.365 0.528
H 0.552 -2.084 0.783 1.952 -1.359 -0.312
H -0.635 1.620 -1.146 -0.663 -1.351 1.592
H -3.284 0.079 1.441 0.898 -1.266 -1.566


[2]
80
Properties=species:S:1:pos:R:3:forces:R:3 method="wB97M-V/def2-TZVPD" largest_force_ha_per_bohr=0.03002 total_energy_ha=-4075.85769 homo_ev=-3.8418 e_lumo_ev=2.4 orbital_gap_ev=6.291 total_charge=-1
Sr -1.208 -0.071 -0.858 -0.933 0.933 0.801
O 2.990 2.108 -0.640 0.018 -0.022 -0.025
C 2.020 1.153 -0.629 0.024 0.022 0.025
O 0.707 1.588 -0.312 -0.108 -0.018 -0.374
C 2.132 -0.079 -1.158 0.014 0.025 -0.065
C 3.414 -0.618 -1.589 0.025 -0.029 -0.032
C 3.465 -1.800 -2.234 0.024 0.039 0.028
C 2.269 -2.546 -2.493 -0.050 0.015 -0.019
C 1.097 -2.019 -2.015 0.108 -0.050 -0.058
N 0.985 -0.861 -1.352 0.660 -0.269 -0.083
C -0.240 -2.671 -2.275 0.061 -0.072 -0.228
O -0.269 -3.778 -3.005 -0.024 -0.021 0.112
O -1.295 -2.155 -1.949 0.148 -0.572 -0.344
H 3.336 2.235 0.256 -0.007 0.005 0.019
H 4.309 -0.041 -1.400 -0.008 0.007 0.000
H 4.419 -2.192 -2.566 -0.003 -0.006 0.000
H 2.335 -3.482 -3.030 -0.025 -0.001 -0.005
H 0.625 -4.138 -3.065 -0.015 -0.027 0.021
C 2.689 -3.473 0.981 -0.005 0.010 0.020
N 1.546 -3.424 1.864 0.015 -0.055 0.055
C 1.520 -2.882 3.136 -0.026 0.029 -0.006
C 0.257 -3.027 3.590 -0.021 0.035 0.000
N -0.482 -3.670 2.626 0.070 -0.088 0.077
B -1.956 -4.115 2.816 0.003 0.015 -0.007
N -2.848 -3.583 1.640 -0.083 -0.020 0.030
C -3.639 -4.421 0.890 0.045 0.005 -0.015
C -4.357 -3.676 0.027 -0.016 -0.008 -0.010
N -3.997 -2.362 0.250 0.007 -0.044 0.023
C -4.559 -1.235 -0.462 0.006 0.003 0.005
C -3.063 -2.322 1.237 0.054 0.015 -0.038
S -2.304 -0.894 1.832 -0.044 -0.003 0.027
C 0.321 -3.946 1.573 -0.026 0.043 -0.075
S -0.066 -4.799 0.166 0.034 0.013 -0.066
H 3.386 -2.685 1.263 -0.001 0.001 0.008
H 2.355 -3.312 -0.042 0.019 -0.014 0.033
H 3.182 -4.445 1.036 0.003 0.000 -0.009
H 2.398 -2.472 3.599 0.010 -0.022 0.004
H -0.192 -2.726 4.520 0.005 0.001 -0.005
H -2.032 -5.321 2.778 -0.029 -0.005 0.003
H -2.342 -3.663 3.870 0.021 0.056 -0.010
H -3.585 -5.486 1.024 -0.006 0.001 0.005
H -5.062 -3.947 -0.738 0.001 0.001 0.002
H -5.647 -1.274 -0.417 0.003 -0.006 -0.011
H -4.246 -1.238 -1.506 0.004 0.008 -0.004
H -4.230 -0.317 0.020 -0.014 0.004 0.009
N 0.788 0.459 2.296 0.003 -0.016 0.067
C 1.956 1.144 2.511 -0.005 0.007 -0.037
C 3.063 0.508 3.090 0.042 -0.005 0.009
C 4.246 1.182 3.320 -0.018 -0.024 -0.002
C 4.368 2.527 2.996 0.001 0.047 -0.011
C 3.285 3.166 2.413 0.023 -0.023 0.026
C 2.092 2.497 2.140 -0.105 -0.001 0.030
C 0.998 3.235 1.458 0.054 -0.001 -0.012
C 0.543 4.440 1.994 0.029 0.005 -0.013
C -0.463 5.178 1.392 -0.002 -0.005 -0.004
C -1.039 4.715 0.217 -0.006 0.004 0.013
C -0.593 3.534 -0.349 0.014 -0.047 -0.027
C 0.419 2.798 0.260 0.005 0.020 0.177
H 0.686 -0.477 2.660 -0.011 0.006 0.034
H -0.068 0.983 2.231 0.011 -0.005 0.016
H 2.970 -0.531 3.369 0.003 -0.005 -0.005
H 5.079 0.651 3.764 -0.001 0.000 0.005
H 5.289 3.063 3.181 -0.004 0.002 -0.004
H 3.358 4.209 2.125 0.015 -0.009 -0.005
H 0.987 4.783 2.922 -0.013 0.000 0.000
H -0.802 6.101 1.843 -0.002 -0.003 0.001
H -1.836 5.266 -0.264 0.003 0.002 -0.003
H -1.026 3.168 -1.272 0.001 -0.002 -0.005
Cl -0.344 1.309 -3.498 0.050 -0.021 -0.068
C -1.496 2.535 -3.967 -0.021 0.009 0.032
C -1.045 3.483 -4.868 -0.001 0.000 0.000
C -1.895 4.495 -5.280 0.007 0.003 -0.010
C -3.185 4.537 -4.775 -0.005 -0.008 0.010
C -3.610 3.577 -3.874 0.021 -0.021 0.011
Cl -5.243 3.711 -3.293 -0.010 0.011 -0.001
C -2.792 2.521 -3.416 0.019 0.040 -0.030
S -3.367 1.332 -2.293 -0.040 0.101 -0.013
H -0.030 3.420 -5.236 0.001 0.003 0.000
H -1.556 5.244 -5.982 0.001 -0.002 0.001
H -3.874 5.315 -5.073 0.001 0.000 -0.003


[3]
121
Properties=species:S:1:pos:R:3:forces:R:3 method="wB97M-V/def2-TZVPD" largest_force_ha_per_bohr=0.04208 spin_multiplicity=2 total_energy_ha=-5685.54739 homo_ev="-11.1712 / -11.1909" e_lumo_ev="-5.2 / -5.2" orbital_gap_ev="5.967 / 6.018" total_charge=+2
Co -0.033 0.231 -0.595 0.282 1.938 -0.787
N -1.730 0.916 -0.133 0.103 -0.324 -0.060
S -3.189 0.909 0.000 0.021 0.149 0.036
N -4.193 -0.207 -0.517 -0.142 -0.138 -0.339
S -4.056 -1.755 -0.074 -0.066 -0.058 0.219
N -1.415 -2.263 -1.123 -0.734 -0.277 -1.068
S -0.365 -3.024 1.666 0.194 0.144 -0.200
N 0.704 -2.103 0.922 -0.182 0.078 -0.214
C -0.141 -2.372 3.310 0.024 0.095 -0.067
C -1.257 -1.991 4.029 0.001 -0.053 0.090
C -1.091 -1.445 5.299 0.063 -0.057 0.035
C 0.186 -1.284 5.815 -0.011 -0.025 -0.039
C 1.302 -1.645 5.061 0.005 0.013 0.065
C 1.148 -2.185 3.797 0.024 -0.008 0.007
C 0.351 -4.652 1.872 -0.131 -0.116 0.012
C -0.482 -5.688 2.274 0.061 -0.008 -0.011
C 0.071 -6.939 2.507 0.007 0.046 -0.009
C 1.434 -7.136 2.318 -0.003 0.004 -0.017
C 2.246 -6.092 1.886 -0.004 -0.005 0.012
C 1.707 -4.833 1.656 0.065 -0.038 0.048
C -4.642 -2.558 -1.570 0.019 0.061 0.004
C -4.338 -1.971 -2.789 0.076 -0.018 0.018
C -4.832 -2.549 -3.950 0.017 -0.032 -0.005
C -5.604 -3.701 -3.883 -0.017 -0.010 0.034
C -5.851 -4.307 -2.657 0.039 -0.008 -0.042
C -5.364 -3.741 -1.488 0.018 0.007 0.016
C -5.447 -2.039 1.002 -0.030 -0.008 -0.042
C -5.325 -3.024 1.971 0.045 0.014 -0.005
C -6.404 -3.285 2.807 -0.009 0.008 -0.023
C -7.577 -2.559 2.661 -0.007 0.011 -0.041
C -7.686 -1.581 1.676 -0.036 0.001 0.032
C -6.619 -1.315 0.836 -0.030 -0.003 -0.022
C -3.647 1.201 1.694 -0.078 -0.031 0.173
C -4.928 1.639 2.016 0.060 -0.058 0.020
C -5.259 1.805 3.350 0.006 -0.002 0.026
C -4.322 1.527 4.342 -0.023 0.012 -0.036
C -3.052 1.080 4.005 -0.019 0.037 0.039
C -2.706 0.913 2.670 0.007 0.016 -0.009
C -3.923 2.296 -0.850 -0.223 0.059 0.034
C -3.595 3.558 -0.366 0.006 -0.017 0.021
C -4.117 4.681 -0.986 0.040 0.049 -0.011
C -4.955 4.541 -2.087 -0.009 -0.003 -0.020
C -5.268 3.278 -2.569 0.052 -0.023 0.000
C -4.757 2.143 -1.947 0.025 0.059 0.022
H -2.246 -2.103 3.610 -0.139 -0.066 -0.061
H -1.960 -1.153 5.877 0.067 -0.064 -0.007
H 0.317 -0.874 6.809 0.007 -0.006 -0.038
H 2.297 -1.505 5.464 -0.048 0.009 -0.016
H 2.006 -2.428 3.182 -0.032 0.004 0.019
H -1.546 -5.518 2.409 0.057 -0.008 0.028
H -0.557 -7.755 2.841 0.021 0.012 -0.030
H 1.866 -8.111 2.506 -0.014 0.044 -0.013
H 3.306 -6.255 1.740 -0.037 -0.008 -0.005
H 2.321 -4.002 1.317 -0.036 -0.041 0.067
H -3.717 -1.085 -2.823 -0.113 0.012 -0.001
H -4.615 -2.095 -4.909 -0.009 -0.008 0.033
H -6.015 -4.130 -4.788 0.051 -0.011 0.023
H -6.434 -5.217 -2.605 0.008 0.022 -0.011
H -5.557 -4.217 -0.534 -0.074 0.076 -0.013
H -4.409 -3.596 2.059 0.053 0.056 0.048
H -6.328 -4.053 3.566 0.002 0.031 -0.023
H -8.420 -2.764 3.310 0.029 0.017 -0.016
H -8.611 -1.031 1.558 0.017 -0.016 0.017
H -6.685 -0.570 0.052 -0.003 -0.003 0.067
H -5.648 1.854 1.234 0.026 -0.018 0.049
H -6.248 2.157 3.620 0.041 -0.020 -0.005
H -4.586 1.662 5.384 0.001 0.005 -0.034
H -2.326 0.862 4.779 -0.064 0.050 -0.088
H -1.723 0.555 2.380 -0.038 0.050 0.023
H -2.967 3.652 0.516 -0.043 -0.001 -0.024
H -3.887 5.668 -0.601 -0.034 -0.034 -0.001
H -5.378 5.419 -2.559 0.030 -0.030 0.003
H -5.923 3.169 -3.423 0.013 0.008 0.032
H -5.017 1.151 -2.292 -0.006 0.036 0.010
N 6.057 -2.847 -4.899 -0.123 0.052 0.129
C 5.453 -2.354 -3.775 0.047 -0.074 -0.085
C 5.331 -3.146 -2.624 0.054 -0.045 -0.062
C 4.678 -2.668 -1.508 0.031 0.001 0.069
C 4.145 -1.387 -1.512 -0.203 -0.050 -0.238
C 4.278 -0.580 -2.635 0.064 -0.028 0.018
C 4.931 -1.052 -3.755 -0.008 0.046 -0.046
S 3.229 -0.810 -0.142 -0.177 0.569 0.082
O 3.396 -1.755 0.923 -0.032 -0.142 -0.011
O 3.674 0.545 0.113 -0.064 0.173 0.069
N 1.650 -0.675 -0.641 -0.166 -1.549 -0.028
C 0.915 -1.959 -0.472 0.252 -0.489 -0.084
N 1.594 -3.056 -1.112 0.204 0.442 0.442
C 1.059 -4.160 -1.418 -0.200 -0.104 -0.243
C -0.355 -4.507 -1.374 0.539 -0.176 -0.092
C -1.377 -3.670 -1.183 -0.339 0.380 0.146
N -0.423 -1.538 -1.085 1.026 -0.497 1.839
H 6.493 -3.750 -4.891 0.038 0.012 0.006
H 6.199 -2.267 -5.703 0.040 0.013 0.007
H 5.753 -4.146 -2.621 -0.014 0.046 0.016
H 4.580 -3.278 -0.619 -0.023 0.012 -0.068
H 3.881 0.428 -2.622 0.002 -0.055 -0.034
H 5.045 -0.419 -4.629 -0.017 -0.029 0.047
H 1.746 -4.936 -1.757 -0.145 -0.008 -0.092
H -0.613 -5.544 -1.569 0.068 0.022 0.131
H -2.377 -4.090 -1.180 -0.019 0.153 0.020
C 0.533 4.452 0.581 -0.027 -0.076 -0.024
C 0.443 2.918 0.660 0.094 -0.021 -0.106
N 0.612 2.324 -0.687 0.012 -0.151 0.244
C -0.263 3.044 -1.639 0.048 -0.005 0.105
C 0.266 4.475 -1.861 -0.014 -0.084 0.020
N 1.199 4.796 -0.723 -0.063 -0.115 0.007
C 2.450 3.970 -0.864 -0.008 -0.073 -0.037
C 2.010 2.529 -1.138 -0.190 0.106 -0.262
H 1.115 4.875 1.396 0.090 0.034 -0.028
H -0.449 4.923 0.577 -0.025 0.047 -0.060
H -0.530 2.625 1.044 -0.042 -0.054 0.015
H 1.212 2.498 1.308 0.038 0.016 -0.032
H -1.269 3.045 -1.241 -0.080 0.029 0.035
H -0.283 2.504 -2.585 0.027 -0.005 -0.007
H -0.538 5.208 -1.872 -0.004 0.041 0.076
H 0.834 4.572 -2.783 0.076 0.028 0.007
H 1.435 5.785 -0.737 -0.005 0.065 -0.008
H 3.013 4.060 0.063 -0.045 0.045 0.054
H 3.050 4.377 -1.674 -0.031 0.067 -0.033
H 2.673 1.839 -0.635 0.096 -0.132 0.140
H 2.042 2.309 -2.206 -0.020 -0.012 0.023


[4]
31
Properties=species:S:1:pos:R:3:forces:R:3 method="wB97M-V/def2-TZVPD" largest_force_ha_per_bohr=0.04003 smiles=CCc1c[nH]cn1.Cc1ccc(O)cc1 total_energy_ha=-651.58292 homo_ev=-8.6162 e_lumo_ev=0.7 orbital_gap_ev=9.366
C 1.619 -0.507 -0.245 0.305 -1.651 0.827
C 0.672 -0.076 0.868 -0.231 0.844 0.406
C 1.408 0.247 2.144 1.281 -0.622 -0.504
C 1.116 1.145 3.115 -0.092 -0.308 1.423
N 2.212 1.161 3.996 -0.649 -0.197 -1.194
C 3.109 0.328 3.433 1.372 -0.758 0.695
N 2.706 -0.291 2.370 -1.624 1.149 -0.528
H 1.854 -1.575 -0.113 -0.316 0.058 -0.005
H 2.616 -0.112 -0.076 -0.105 0.755 -0.533
H 1.201 -0.444 -1.240 0.112 0.540 -0.116
H 0.134 0.841 0.603 0.062 -0.056 -0.207
H -0.127 -0.788 1.065 0.036 -0.386 -0.134
H 0.182 1.557 3.458 -0.027 0.357 -0.419
H 2.272 1.634 4.879 0.101 0.075 -0.076
H 4.112 0.157 3.801 -0.150 0.214 0.404
C -0.296 1.183 -3.374 -0.108 0.354 0.755
C -1.177 0.320 -2.508 -0.231 1.007 1.006
C -2.093 0.904 -1.627 -0.974 -0.253 -0.079
C -2.835 0.130 -0.748 1.074 -1.149 0.195
C -2.505 -1.243 -0.596 -0.661 0.750 -0.589
O -3.110 -1.911 0.434 -0.166 -0.759 1.033
C -1.719 -1.873 -1.549 0.302 0.880 0.555
C -1.043 -1.044 -2.441 1.188 -0.766 -0.276
H 0.753 1.106 -3.063 0.050 -0.720 -0.690
H -0.436 2.247 -3.169 -0.660 -0.041 -0.191
H -0.548 0.965 -4.407 0.714 0.130 -0.273
H -2.302 1.965 -1.617 0.188 0.167 -0.270
H -3.600 0.526 -0.097 0.123 0.205 0.120
H -2.515 -2.150 1.179 -0.320 0.357 -1.087
H -1.486 -2.927 -1.532 -0.114 -0.059 0.226
H -0.176 -1.477 -2.943 -0.481 -0.115 -0.474